This record from the Open Molecules 2025 dataset describes a molecular structure, CH7N4S in a non-equilibrium geometry. The level of theory is the ωB97M-V functional and the def2-TZVPD basis.

Multiplicity   1
Net charge   +1
DFT total energy   -659.1012 a.u.
Relative energy (zero: lowest compared OMol25 entry of this formula, charge and spin)   86.7 kcal/mol

Structure (XYZ):
```
13
Properties=species:S:1:pos:R:3:lowdin_charge:R:1
S 0.3003 2.2138 0.5266 0.888
N -1.6976 -0.5809 0.1917 -0.020
N -0.7315 -1.1681 -0.4775 0.042
N 1.4348 -0.3634 -0.8163 0.061
N -0.6534 1.1938 1.4497 -0.260
C -1.3683 0.3021 1.0784 -0.124
H 2.1939 -0.8881 -0.4637 0.069
H -0.8190 -2.2264 -0.4119 0.154
H 1.2855 -0.4883 -1.8230 0.102
H -2.6735 -0.8730 0.1971 0.191
H 1.6130 0.7333 -0.5461 0.060
H 0.2922 -0.7743 -0.4619 -0.089
H 0.8237 2.9195 1.5568 -0.076
```